Record 1
Here is a molecular structure, C35H28AsHfN4OS4Sb at a distorted geometry from OMol25. Energies are from ωB97M-V/def2-TZVPD.

```
! RIJCOSX wB97M-V def2-TZVPD def2/J DEFGRID3
* xyz 0 1
Hf -1.086 -1.741 0.922
C -2.814 -0.709 -4.576
C -2.603 0.536 -3.994
C -2.408 0.643 -2.624
C -2.431 -0.493 -1.820
C -2.643 -1.736 -2.400
C -2.831 -1.841 -3.774
N -2.197 -0.402 -0.406
C -2.928 0.473 0.327
C -4.157 1.057 -0.097
C -4.844 1.901 0.722
C -4.381 2.252 2.021
C -3.227 1.704 2.473
C -2.494 0.819 1.653
N -1.384 0.130 2.082
N -0.841 0.357 3.176
C 0.109 -0.658 3.516
C 0.984 -0.400 4.548
C 1.880 -1.392 4.914
C 1.848 -2.612 4.258
C 0.930 -2.799 3.241
N 0.078 -1.833 2.876
H -2.971 -0.792 -5.645
H -2.590 1.431 -4.606
H -2.268 1.620 -2.174
H -2.716 -2.627 -1.783
H -3.021 -2.818 -4.202
H -4.554 0.787 -1.065
H -5.795 2.299 0.383
H -4.963 2.914 2.649
H -2.855 1.908 3.470
H 0.936 0.559 5.046
H 2.585 -1.218 5.717
H 2.509 -3.422 4.533
H 0.830 -3.736 2.712
S -3.958 -4.846 -0.752
Sb -2.541 -4.617 0.982
S -3.075 -2.514 2.117
S -0.393 -3.892 0.026
S -2.101 -6.226 2.483
O 0.752 -1.043 0.281
As 1.576 0.253 -0.434
C 1.062 1.886 0.351
C 1.722 2.327 1.497
C 1.216 3.421 2.185
C 0.060 4.052 1.734
C -0.590 3.607 0.590
C -0.090 2.518 -0.108
C 3.398 -0.052 -0.052
C 4.362 0.893 -0.388
C 5.691 0.634 -0.098
C 6.044 -0.561 0.520
C 5.076 -1.500 0.848
C 3.739 -1.250 0.564
C 1.285 0.244 -2.284
C 0.840 -0.939 -2.869
C 0.726 -0.983 -4.251
C 1.044 0.131 -5.016
C 1.476 1.308 -4.416
C 1.601 1.370 -3.037
H 2.613 1.824 1.850
H 1.714 3.775 3.080
H -0.340 4.895 2.283
H -1.494 4.096 0.251
H -0.599 2.150 -0.990
H 4.088 1.824 -0.870
H 6.452 1.360 -0.355
H 7.084 -0.760 0.745
H 5.358 -2.432 1.322
H 2.973 -1.974 0.809
H 0.581 -1.803 -2.268
H 0.378 -1.891 -4.727
H 0.944 0.088 -6.094
H 1.713 2.175 -5.019
H 1.926 2.289 -2.562
*
```

Computed properties:
- LUMO level (eV) = -1.8
- energy relative to the best compared isomer or geometry (same formula, charge and spin) (kcal per mole) = 11.75
- E (eV) = -156785.8883

Record 2
Here is a molecular structure, C35H28AsI2N2O4PPd from OMol25. Energies are from ωB97M-V/def2-TZVPD.

```
! RIJCOSX wB97M-V def2-TZVPD def2/J DEFGRID3
* xyz -2 1
Pd 1.387 -1.480 1.680
I 1.526 -6.025 4.932
C 3.034 -4.641 4.521
C 4.279 -4.789 5.127
C 5.300 -3.903 4.888
I 7.137 -4.217 5.852
C 5.105 -2.806 4.010
C 6.079 -1.837 3.685
C 5.773 -0.819 2.824
C 4.483 -0.752 2.273
N 3.561 -1.642 2.557
C 3.836 -2.656 3.398
C 2.718 -3.590 3.627
O 1.611 -3.430 3.069
H 4.438 -5.623 5.799
H 7.066 -1.909 4.124
H 6.507 -0.068 2.562
H 4.196 0.044 1.595
O 0.548 1.263 -5.226
N 1.722 1.524 -4.868
O 2.380 2.388 -5.473
O 2.219 0.908 -3.903
C -0.193 -0.109 -1.127
C -0.778 1.053 -1.944
As -2.730 1.390 -1.838
C -3.321 1.180 -3.701
C -4.689 1.364 -3.907
C -5.249 1.228 -5.168
C -4.437 0.920 -6.254
C -3.075 0.752 -6.061
C -2.515 0.877 -4.792
C -3.380 -0.353 -1.224
C -3.390 -1.492 -2.024
C -3.822 -2.708 -1.514
C -4.247 -2.800 -0.195
C -4.246 -1.669 0.608
C -3.820 -0.452 0.092
P 0.444 0.112 0.600
C -0.950 0.969 1.467
C -1.572 0.279 2.506
C -2.618 0.850 3.219
C -3.061 2.126 2.898
C -2.446 2.829 1.870
C -1.394 2.257 1.168
C 1.577 1.556 0.384
C 2.198 1.862 -0.824
C 3.143 2.878 -0.901
C 3.488 3.604 0.230
C 2.881 3.302 1.446
C 1.941 2.287 1.519
H 0.676 -0.501 -1.665
H -0.885 -0.951 -1.061
H -0.510 0.919 -2.993
H -0.323 2.000 -1.650
H -5.327 1.611 -3.064
H -6.315 1.366 -5.304
H -4.866 0.820 -7.244
H -2.425 0.525 -6.897
H -1.443 0.742 -4.701
H -3.047 -1.433 -3.051
H -3.810 -3.590 -2.143
H -4.566 -3.753 0.209
H -4.559 -1.733 1.643
H -3.812 0.427 0.726
H -1.202 -0.713 2.747
H -3.084 0.299 4.028
H -3.879 2.575 3.449
H -2.787 3.824 1.611
H -0.903 2.826 0.388
H 1.958 1.328 -1.736
H 3.600 3.089 -1.860
H 4.225 4.397 0.169
H 3.147 3.855 2.340
H 1.490 2.040 2.475
*
```

Computed properties:
- LUMO level (eV) = 3.3
- energy relative to the best compared isomer or geometry (same formula, charge and spin) (kcal per mole) = 0.00
- E (eV) = -137727.7537

Record 3
Here is a molecular structure, C35H28F4N8O2Ru at a distorted geometry from OMol25. Energies are from ωB97M-V/def2-TZVPD.

```
! RIJCOSX wB97M-V def2-TZVPD def2/J DEFGRID3
* xyz 1 2
Ru -0.335 -0.278 -0.048
C 0.360 -3.175 0.885
N 0.826 -1.775 1.038
C 0.781 -1.529 2.513
C 1.264 -0.185 3.032
C -1.033 1.076 3.510
N -1.641 1.167 2.173
C -2.775 1.558 1.720
C -3.147 1.963 0.404
C -4.385 2.674 0.382
C -4.846 3.310 -0.724
C -4.094 3.217 -1.910
C -2.939 2.484 -1.950
C -2.416 1.822 -0.818
O -1.317 1.137 -1.023
C 2.194 -1.629 0.459
C 2.324 -1.989 -1.033
C 1.358 -1.279 -1.993
N -0.020 -1.495 -1.578
C -0.763 -2.409 -2.081
C -2.039 -2.757 -1.586
C -2.765 -3.754 -2.284
C -3.994 -4.168 -1.871
C -4.542 -3.583 -0.714
C -3.854 -2.625 -0.012
C -2.578 -2.183 -0.415
O -1.970 -1.311 0.389
H 1.043 -3.850 1.409
H 0.308 -3.467 -0.153
H -0.634 -3.266 1.314
H 1.386 -2.301 2.997
H -0.256 -1.682 2.810
H 2.263 0.019 2.649
H 1.359 -0.260 4.117
H -1.207 1.939 4.147
H -1.299 0.159 4.033
H -3.517 1.684 2.501
H -4.951 2.740 1.307
H -5.766 3.878 -0.692
H -4.438 3.726 -2.803
H -2.371 2.370 -2.864
H 2.895 -2.262 1.017
H 2.501 -0.592 0.598
H 2.218 -3.067 -1.169
H 3.343 -1.725 -1.323
H 1.528 -1.645 -3.008
H 1.549 -0.202 -1.995
H -0.388 -2.977 -2.932
H -2.310 -4.200 -3.164
H -4.541 -4.923 -2.420
H -5.518 -3.898 -0.365
H -4.264 -2.174 0.884
C -1.590 0.066 -6.150
C -1.753 -0.104 -4.693
N -1.887 -0.231 -3.557
H -2.433 0.622 -6.553
H -1.547 -0.907 -6.635
H -0.671 0.610 -6.360
F 3.483 3.412 3.913
C 3.544 2.922 2.687
C 4.764 2.768 2.121
F 5.827 3.149 2.805
C 4.943 2.114 0.863
C 3.727 1.844 0.154
C 2.515 2.006 0.721
F 1.456 1.722 -0.043
C 2.347 2.447 2.070
C 1.157 2.303 2.806
C 0.338 1.003 2.742
N -0.450 0.881 1.510
C 0.825 3.258 3.803
N 0.473 4.031 4.586
F 3.768 1.393 -1.092
C 6.175 1.668 0.411
C 6.260 0.687 -0.637
N 6.288 -0.152 -1.423
C 7.415 1.988 1.052
N 8.438 2.195 1.537
*
```

Computed properties:
- LUMO level (spin up / spin down) (eV) = -5.7 / -5.7
- E (eV) = -66205.1596

Record 4
Here is a molecular structure, C35H29BrF3GeIrN5O6S2 at a distorted geometry from OMol25. Energies are from ωB97M-V/def2-TZVPD.

```
! RIJCOSX wB97M-V def2-TZVPD def2/J DEFGRID3
* xyz 2 2
Ir -1.268 0.314 -0.049
O -1.969 1.904 1.505
N -3.206 2.035 1.668
N -3.988 1.288 0.995
O -3.533 0.429 0.129
C -5.379 1.410 1.163
C -6.210 0.962 0.138
C -7.577 1.113 0.263
C -8.107 1.675 1.418
C -7.274 2.083 2.455
C -5.903 1.966 2.330
H -5.762 0.525 -0.740
H -8.226 0.805 -0.542
H -9.174 1.814 1.500
H -7.698 2.496 3.358
H -5.238 2.290 3.113
O 1.028 -2.390 4.299
C 2.031 -1.630 3.911
C 3.152 -1.542 4.758
C 4.251 -0.809 4.393
C 4.276 -0.120 3.174
C 3.161 -0.130 2.365
C 2.025 -0.864 2.709
C 0.850 -0.768 1.845
O 0.753 0.128 0.972
N -0.107 -1.693 2.052
N -1.210 -1.571 1.336
C -2.135 -2.482 1.485
S -3.635 -2.351 0.650
C -4.241 -4.002 1.196
C -3.674 -4.304 2.562
S -1.908 -3.845 2.559
H 0.315 -2.408 3.620
H 3.108 -2.072 5.696
H 5.099 -0.764 5.055
H 5.158 0.426 2.880
H 3.134 0.443 1.451
H -3.919 -4.728 0.451
H -5.328 -3.964 1.212
H -3.747 -5.364 2.806
H -4.157 -3.723 3.348
Ge 2.406 -0.816 -2.167
C 3.300 -2.583 -2.041
C 2.980 -3.389 -0.957
C 3.470 -4.681 -0.896
C 4.291 -5.156 -1.906
C 4.640 -4.339 -2.970
C 4.144 -3.046 -3.041
C 1.980 0.085 -3.872
C 1.816 -0.647 -5.039
C 1.400 -0.008 -6.194
C 1.136 1.351 -6.181
C 1.312 2.083 -5.018
C 1.742 1.453 -3.862
H 2.532 0.132 -0.981
H 2.332 -3.008 -0.178
H 3.191 -5.314 -0.066
H 4.650 -6.173 -1.867
H 5.287 -4.707 -3.754
H 4.423 -2.405 -3.869
H 2.005 -1.711 -5.053
H 1.276 -0.572 -7.105
H 0.801 1.835 -7.086
H 1.131 3.147 -5.011
H 1.918 2.023 -2.958
F -1.283 -3.554 -3.341
C -0.278 -3.120 -2.601
F -0.042 -4.021 -1.634
F 0.818 -3.048 -3.368
C -0.552 -1.763 -1.916
O -1.702 -1.461 -1.639
O 0.454 -1.070 -1.584
Br -3.328 3.084 -4.720
C -2.149 3.178 -3.242
C -1.658 4.397 -2.787
C -0.794 4.385 -1.704
C -0.476 3.177 -1.102
N -0.971 2.018 -1.534
C -1.777 2.009 -2.589
H -1.942 5.320 -3.266
H -0.381 5.305 -1.323
H 0.173 3.124 -0.241
H -2.143 1.052 -2.935
*
```

Computed properties:
- LUMO level (spin up / spin down) (eV) = -9.3 / -8.9
- energy relative to the best compared isomer or geometry (same formula, charge and spin) (kcal per mole) = 87.13
- E (eV) = -215700.8546

Record 5
Here is a molecular structure, C35H30AsCl2NO3PdSi from OMol25. Energies are from ωB97M-V/def2-TZVPD.

```
! RIJCOSX wB97M-V def2-TZVPD def2/J DEFGRID3
* xyz 0 1
Pd -1.324 0.202 1.000
Cl -5.482 -2.364 -0.018
C -5.330 -0.733 0.535
C -6.489 0.028 0.755
C -6.415 1.316 1.202
Cl -7.874 2.225 1.465
C -5.160 1.913 1.457
C -4.957 3.227 1.935
C -3.689 3.687 2.155
C -2.595 2.844 1.894
N -2.758 1.626 1.443
C -4.012 1.133 1.221
C -4.062 -0.217 0.751
O -2.961 -0.888 0.559
H -7.452 -0.425 0.566
H -5.816 3.856 2.126
H -3.513 4.687 2.524
H -1.570 3.159 2.046
C 1.661 4.087 1.238
Si 1.260 2.895 -0.136
C -0.321 3.349 -1.014
C 2.675 2.845 -1.358
C 3.122 4.022 -1.965
C 4.168 4.012 -2.877
C 4.793 2.814 -3.196
C 4.365 1.635 -2.604
C 3.315 1.651 -1.696
H 1.815 5.097 0.850
H 2.578 3.780 1.743
H 0.864 4.124 1.982
H -0.492 2.666 -1.850
H -0.265 4.363 -1.419
H -1.184 3.297 -0.350
H 2.649 4.969 -1.725
H 4.497 4.936 -3.335
H 5.613 2.802 -3.903
H 4.849 0.698 -2.850
H 2.990 0.722 -1.242
O 0.174 1.380 1.475
O 1.194 1.318 0.433
C 3.618 -2.780 3.360
C 2.777 -3.762 2.858
C 1.739 -3.417 2.002
C 1.544 -2.086 1.649
C 2.382 -1.097 2.160
C 3.418 -1.451 3.011
As 0.125 -1.589 0.435
C -0.827 -3.250 0.186
C -0.521 -4.120 -0.854
C -1.213 -5.317 -0.981
C -2.208 -5.645 -0.072
C -2.519 -4.773 0.963
C -1.834 -3.575 1.089
C 1.024 -1.346 -1.253
C 2.247 -1.947 -1.521
C 2.832 -1.793 -2.771
C 2.200 -1.035 -3.746
C 0.982 -0.427 -3.474
C 0.393 -0.583 -2.229
H 4.427 -3.050 4.026
H 2.926 -4.799 3.130
H 1.087 -4.189 1.612
H 2.219 -0.062 1.891
H 4.071 -0.683 3.406
H 0.251 -3.867 -1.570
H -0.975 -5.991 -1.794
H -2.749 -6.577 -0.174
H -3.307 -5.018 1.663
H -2.100 -2.880 1.877
H 2.746 -2.532 -0.757
H 3.785 -2.263 -2.980
H 2.662 -0.908 -4.717
H 0.494 0.174 -4.231
H -0.557 -0.105 -2.011
*
```

Computed properties:
- LUMO level (eV) = -0.3
- energy relative to the best compared isomer or geometry (same formula, charge and spin) (kcal per mole) = 0.00
- E (eV) = -141656.1860

Record 6
Here is a molecular structure, C35H30N2O8S5TeZr at a distorted geometry from OMol25. Energies are from ωB97M-V/def2-TZVPD.

```
! RIJCOSX wB97M-V def2-TZVPD def2/J DEFGRID3
* xyz -2 1
Zr -0.579 0.434 -0.142
S 1.342 1.406 -1.182
C 1.210 1.760 -2.862
C 2.262 2.388 -3.529
C 2.136 2.708 -4.884
C 0.957 2.408 -5.568
C -0.097 1.782 -4.897
C 0.028 1.450 -3.543
S -1.289 0.578 -2.700
C -0.587 -1.102 -2.972
C -1.377 -1.865 -1.998
C -1.479 -3.230 -1.836
C -2.320 -3.691 -0.821
C -2.998 -2.774 -0.010
C -2.828 -1.418 -0.256
C -3.394 -0.322 0.591
S -2.118 0.246 1.743
C -2.559 1.985 1.841
C -3.227 2.375 3.019
C -3.610 3.701 3.233
C -3.325 4.663 2.271
C -2.655 4.298 1.101
C -2.265 2.970 0.877
S -1.409 2.660 -0.596
N -2.043 -0.982 -1.249
H 3.167 2.646 -2.986
H 2.954 3.208 -5.389
H 0.849 2.674 -6.613
H -1.022 1.560 -5.416
H 0.480 -1.169 -2.747
H -0.784 -1.424 -3.998
H -0.921 -3.908 -2.466
H -2.425 -4.755 -0.644
H -3.617 -3.110 0.812
H -4.257 -0.682 1.162
H -3.755 0.485 -0.055
H -3.438 1.635 3.785
H -4.115 3.979 4.151
H -3.603 5.699 2.422
H -2.416 5.058 0.360
C 2.169 -2.363 -2.718
Te 0.702 -1.919 -1.236
C 0.626 -4.029 -0.939
C 1.596 -4.657 -1.886
C 1.762 -6.050 -1.916
C 2.672 -6.628 -2.806
C 3.420 -5.821 -3.667
C 3.260 -4.432 -3.642
C 2.348 -3.846 -2.752
H 3.134 -1.884 -2.445
H 1.816 -2.014 -3.711
H -0.396 -4.402 -1.163
H 0.922 -4.272 0.103
H 1.187 -6.683 -1.252
H 2.798 -7.703 -2.827
H 4.124 -6.271 -4.355
H 3.843 -3.814 -4.313
C -2.168 -2.558 2.974
S -0.618 -2.003 2.326
O 0.061 -1.471 3.506
O -0.036 -3.224 1.774
O -1.014 -1.003 1.336
H -1.981 -3.319 3.734
H -2.761 -2.979 2.159
H -2.691 -1.707 3.416
O -0.762 1.265 3.277
C 0.106 1.844 2.553
O 0.295 1.653 1.311
C 1.004 2.860 3.236
C 0.864 3.134 4.608
C 1.686 4.068 5.243
C 2.663 4.739 4.499
C 2.822 4.484 3.131
C 1.993 3.548 2.510
N 3.530 5.721 5.158
O 3.363 5.924 6.371
O 4.386 6.298 4.470
H 0.099 2.605 5.176
H 1.548 4.253 6.305
H 3.575 4.995 2.537
H 2.106 3.340 1.446
O 1.072 0.003 0.466
*
```

Computed properties:
- LUMO level (eV) = 3.6
- energy relative to the best compared isomer or geometry (same formula, charge and spin) (kcal per mole) = 461.46
- E (eV) = -118878.4456

E of number 3 (C35H28F4N8O2Ru)?
-66205.1596 eV